(1)
Below is a cluster of 8 separate species, C32H52O20 in total at a distorted geometry, with properties calculated with ωB97M-V/def2-TZVPD.

XYZ file:
```
104
Properties=species:S:1:pos:R:3:forces:R:3
C -14.704787 -3.109634 -2.919877 0.6755 -0.1400 -0.0167
C -13.939164 -2.590945 -4.190387 -0.7408 -0.0428 0.9286
C -14.550919 -3.360615 -5.340078 -0.7512 0.0332 -0.6306
O -15.839897 -3.803283 -4.864225 0.4213 0.0802 -0.3847
C -15.678480 -4.135783 -3.486487 -0.4723 0.4242 -0.1555
H -15.237546 -2.358254 -2.352677 -0.1598 0.5404 -0.3249
H -14.007964 -3.519162 -2.179685 -0.0530 -0.3023 -0.2689
H -12.883153 -2.737580 -4.113133 0.6935 -0.1851 0.0644
H -14.113624 -1.529522 -4.308909 -0.0588 0.2327 -0.0963
H -13.999349 -4.231317 -5.703757 0.3402 0.0187 0.3382
H -14.690010 -2.715932 -6.220546 -0.2246 -0.2726 0.2449
H -15.313681 -5.149714 -3.353230 0.1451 -0.2978 -0.0892
H -16.687226 -4.067887 -3.086516 0.0676 -0.0936 0.3476
C -15.314154 -7.027041 -5.658351 0.2770 1.5775 -0.3345
C -15.351161 -8.523175 -5.553282 0.9783 -0.9874 -0.8390
C -16.733274 -8.894918 -6.021892 -0.3528 0.3681 -0.9089
O -17.305512 -7.722159 -6.655386 0.2192 -0.9871 -0.0038
C -16.724624 -6.581469 -6.013979 -0.3469 -0.2759 -0.4056
H -14.682190 -6.670920 -6.476181 0.2197 -0.3221 0.0315
H -14.972953 -6.498623 -4.782942 0.1312 -0.0476 0.4487
H -15.124803 -8.960952 -4.591854 -0.2193 0.2630 0.4441
H -14.625189 -9.007267 -6.230202 -0.0430 0.4439 0.1247
H -17.314052 -9.193628 -5.161707 -0.6470 -0.2655 0.1165
H -16.673201 -9.667211 -6.800044 -0.4389 -0.0437 0.3609
H -17.378258 -6.333582 -5.191780 0.1210 0.3296 0.6805
H -16.748487 -5.751675 -6.727479 0.0552 -0.0860 0.1687
C -15.137616 -8.493041 -9.756383 0.0899 0.5437 -0.5216
C -15.488695 -7.056283 -10.136157 0.2409 -1.3640 -0.4112
C -16.839483 -6.583580 -9.706088 -0.5387 0.1897 0.5539
O -16.589389 -5.173290 -9.458937 -0.8947 -0.6258 -0.1116
C -15.296091 -5.030829 -9.176850 0.9035 -1.4635 -0.7173
O -14.781937 -4.060155 -8.772829 0.5015 1.1863 0.6362
O -14.602392 -6.203670 -9.477864 -0.2019 1.7915 0.6986
H -14.100700 -8.659526 -10.079244 -0.3403 -0.2237 0.0827
H -15.820965 -9.111067 -10.341726 0.1710 -0.4612 0.2757
H -15.201381 -8.678425 -8.668378 -0.2085 0.1831 -0.5424
H -15.414195 -6.895060 -11.233054 0.2581 -0.2185 0.4289
H -17.209273 -7.053078 -8.779443 0.2344 0.1834 -0.2571
H -17.559597 -6.715908 -10.502296 -0.2977 0.3036 -0.0670
C -13.934971 -11.167583 -1.517069 -0.3123 -0.9184 0.9475
C -15.191390 -10.399778 -1.154599 1.0477 0.9849 -0.9519
C -15.152840 -9.515629 0.103906 -0.3607 0.5808 -0.4150
O -15.744887 -8.280583 -0.342428 0.0025 0.2347 -1.0020
C -15.767911 -8.241301 -1.713217 -0.4034 -1.1338 0.9825
O -16.187594 -7.368079 -2.385548 0.0184 1.0534 -0.1868
O -15.345083 -9.413581 -2.220115 0.1343 -0.0239 0.4137
H -14.050672 -11.771398 -2.412572 -0.0861 0.4933 -0.4488
H -13.784211 -11.950686 -0.774876 0.2292 0.1020 0.4121
H -13.042277 -10.536983 -1.547305 -0.2607 -0.0151 -0.1098
H -16.098882 -10.970894 -1.213113 -0.2684 -0.6396 0.2750
H -14.168328 -9.248650 0.480982 0.2463 -0.4214 -0.0683
H -15.787401 -9.863372 0.907550 0.0642 -0.3207 0.1618
C -18.390693 -11.265874 -9.413448 0.6770 -0.2060 0.3645
C -19.393340 -11.119218 -8.309289 -0.2342 0.8258 0.2652
C -19.999602 -9.736642 -8.044881 0.2751 0.2323 0.1952
O -21.284224 -10.096106 -7.543338 -0.0705 1.2702 0.0611
C -21.664466 -11.255111 -8.100720 3.6238 0.6257 1.1341
O -22.697674 -11.735585 -7.953783 -3.5419 -1.5372 -0.3001
O -20.561579 -11.858604 -8.611774 -0.4321 -0.8493 -0.7869
H -18.769948 -10.998798 -10.385638 -0.3519 0.4665 -0.2381
H -18.092485 -12.315079 -9.518260 0.1481 0.2027 0.2697
H -17.519066 -10.642400 -9.158739 -0.1120 -0.2979 -0.2621
H -18.998336 -11.462611 -7.338571 0.0332 -0.1934 -0.3263
H -20.134842 -9.078502 -8.895529 0.0337 -0.2035 -0.6475
H -19.462978 -9.130925 -7.319209 0.0179 -0.2425 0.3297
C -19.647482 -4.886901 -7.668804 -0.3945 0.6587 0.3363
C -19.088351 -3.856184 -6.718316 0.5121 0.2148 0.4034
C -19.725279 -2.489109 -6.673852 -0.0123 0.9035 0.4403
O -19.388136 -2.037048 -5.338864 -0.1603 0.3694 -0.7112
C -19.145442 -3.106740 -4.588872 -0.6223 -0.1440 -1.3111
O -18.907394 -3.073914 -3.446175 0.4803 -0.1944 2.2438
O -19.271979 -4.223232 -5.332673 0.1824 -0.8806 -0.0414
H -19.233690 -5.853093 -7.432104 0.4457 -0.3576 -0.2440
H -19.367428 -4.520361 -8.647788 0.1591 -0.4043 -0.4585
H -20.736251 -5.008009 -7.647954 0.1258 0.3393 0.2782
H -17.991267 -3.738731 -6.824650 -0.4084 -0.1768 -0.3058
H -20.803067 -2.544825 -6.756186 -0.3661 -0.0902 0.0043
H -19.360208 -1.683991 -7.299268 0.2165 -0.3547 -0.5672
C -12.452243 -6.990644 -1.777656 0.3946 0.6229 -0.4867
C -11.604364 -7.067931 -3.054745 -0.6085 -0.5669 0.5200
C -12.157357 -8.079985 -4.059670 0.4754 0.6660 -0.7474
O -11.871739 -7.435069 -5.351652 -0.7135 -0.0786 1.5832
C -11.750704 -6.101525 -5.087929 0.3739 -1.9187 1.6714
O -11.597432 -5.287770 -5.886059 0.1371 2.5241 -2.8877
O -11.712938 -5.827851 -3.762819 -0.1278 -0.7642 0.3355
H -11.943465 -6.300314 -1.088420 -0.5145 -0.2657 -0.0012
H -12.618375 -7.954696 -1.311132 0.4176 -0.3227 0.1297
H -13.458067 -6.635069 -2.040749 0.3189 0.2675 0.0413
H -10.533629 -7.270438 -2.855643 -0.4852 0.1837 0.0203
H -13.230333 -8.258946 -3.923438 0.1855 0.1580 -0.2197
H -11.606225 -9.002606 -4.058137 0.0798 -0.4723 0.0751
C -19.356577 -8.095967 -2.559379 -0.4232 -0.0896 0.8156
C -19.834846 -6.946348 -3.386520 -0.9441 0.3229 -0.7665
C -20.377887 -7.327249 -4.756111 -0.2169 0.1264 -0.6594
O -21.506109 -6.451226 -4.971350 -0.1095 0.1952 0.6388
C -21.899924 -5.952780 -3.752270 1.5178 -1.5919 -0.5434
O -22.853659 -5.304128 -3.533118 -0.7410 0.6474 -0.0386
O -21.029857 -6.411024 -2.822384 -0.7096 0.5604 1.1918
H -18.455055 -8.523503 -2.991548 0.0823 -0.0516 0.1688
H -20.133062 -8.859392 -2.402689 0.1127 0.1109 -0.6210
H -19.202805 -7.730904 -1.543561 0.6048 0.0532 -0.0386
H -19.153863 -6.099500 -3.425856 0.4929 -0.1897 -0.1067
H -20.737597 -8.369899 -4.740649 0.1312 0.3020 -0.2100
H -19.711204 -7.121139 -5.590852 0.2404 -0.3680 0.1114
```
Positions in Å, forces in eV/Å.

Electronic energy = -74977.940 eV
E_HOMO = -0.3424 Eh
Orbital gap = 9.3 eV
LUMO level = -0.02 eV
SMILES = C[C@H]1COC(=O)O1.C[C@H]1COC(=O)O1.C[C@H]1COC(=O)O1.C[C@H]1COC(=O)O1.C[C@H]1COC(=O)O1.C[C@H]1COC(=O)O1.C1CCOC1.C1CCOC1
Net charge = 0



(2)
Below is a structure of composition C5H3N4P at a distorted geometry, with properties calculated with ωB97M-V/def2-TZVPD.

XYZ file:
```
13
Properties=species:S:1:pos:R:3:forces:R:3
C 2.847709 0.397060 -0.005909 -2.1559 0.0391 0.4419
C -0.035527 1.669364 0.046546 -0.1100 1.0072 0.5904
C 1.551071 -0.047448 0.119257 -0.2713 -6.4087 -0.7603
C 0.280914 0.320476 0.049920 -0.5696 -2.3939 0.5772
C -2.072294 -0.306332 -0.126117 -2.0847 -0.3565 0.3185
N 3.900504 0.802602 0.002984 2.8625 0.9552 -0.2041
N -0.126926 2.781610 0.291163 -0.3723 1.0210 -0.2669
N 1.561187 -1.914160 0.063723 -0.9775 4.3645 0.1255
N -0.725901 -0.697540 0.157848 3.0283 0.8256 -0.3638
P 0.011188 -2.260430 0.011619 0.3253 0.6672 0.4406
H -2.827858 -0.836328 0.628466 1.5826 1.6849 -1.3652
H -2.061891 0.866018 -0.125589 -0.8914 -2.4491 -0.0291
H -2.302173 -0.774893 -1.113905 -0.3659 1.0435 0.4952
```
Positions in Å, forces in eV/Å.

Relative energy (zero: lowest compared OMol25 entry of this formula, charge and spin) = 0.0 kcal/mol
Electronic energy = -20479.078 eV
E_HOMO = -0.3704 Eh
Orbital gap = 9.3 eV
LUMO level = -0.77 eV
Net charge = 0